1.
{
  "formula": "C16H36BeF6O8S4",
  "method": "ωB97M-V/def2-TZVPD",
  "homo_lumo_gap_ev": 3.46,
  "relative_energy_kcal_mol": 272.93,
  "elements": ["Be", "C", "O", "O", "C", "F", "F", "F", "C", "C", "H", "H", "H", "H", "H", "H", "C", "O", "O", "C", "F", "F", "F", "C", "C", "H", "H", "H", "H", "H", "H", "C", "S", "O", "C", "H", "H", "H", "H", "H", "H", "C", "S", "O", "C", "H", "H", "H", "H", "H", "H", "C", "S", "O", "C", "H", "H", "H", "H", "H", "H", "C", "S", "O", "C", "H", "H", "H", "H", "H", "H"],
  "xyz": [[26.009, -12.196, 5.650], [23.223, -11.250, 2.362], [23.154, -10.481, 3.666], [24.310, -12.134, 2.514], [21.840, -11.562, 1.772], [21.985, -12.266, 0.572], [21.017, -12.089, 2.528], [21.272, -10.381, 1.493], [22.667, -9.191, 3.696], [21.197, -8.962, 4.088], [21.060, -7.939, 4.437], [20.484, -9.406, 3.394], [21.117, -9.558, 4.997], [22.816, -8.638, 2.769], [23.232, -8.779, 4.533], [23.574, -10.505, 1.648], [28.209, -14.731, 8.402], [27.739, -15.150, 7.096], [28.198, -13.291, 8.300], [27.609, -15.556, 9.614], [26.267, -15.614, 9.514], [28.074, -16.733, 9.692], [27.845, -14.983, 10.802], [27.972, -16.500, 6.669], [27.582, -16.629, 5.219], [27.859, -17.656, 4.981], [26.561, -16.429, 4.896], [28.116, -15.977, 4.528], [27.506, -17.316, 7.223], [29.020, -16.788, 6.592], [29.225, -15.120, 8.465], [21.553, -16.477, 5.284], [21.743, -15.467, 6.768], [22.947, -14.588, 6.400], [20.208, -14.364, 6.582], [22.289, -17.281, 5.290], [21.769, -15.747, 4.504], [20.546, -16.866, 5.135], [20.372, -13.414, 7.091], [19.373, -14.966, 6.941], [19.951, -14.073, 5.564], [32.093, -13.581, 4.623], [31.089, -12.293, 3.731], [29.595, -12.516, 4.116], [31.182, -12.839, 2.010], [33.125, -13.597, 4.271], [31.562, -14.533, 4.619], [32.132, -13.274, 5.668], [32.086, -12.541, 1.478], [30.311, -12.386, 1.535], [31.173, -13.928, 1.967], [26.552, -5.970, 3.483], [27.787, -7.264, 4.020], [27.129, -8.437, 4.702], [28.122, -7.823, 2.240], [25.934, -6.397, 2.694], [27.229, -5.240, 3.040], [25.897, -5.736, 4.323], [28.650, -8.771, 2.145], [28.870, -7.185, 1.770], [27.271, -7.976, 1.576], [22.783, -8.614, 10.139], [23.129, -10.365, 9.537], [24.207, -10.177, 8.486], [23.887, -10.961, 11.104], [22.204, -8.608, 11.063], [22.078, -8.072, 9.507], [23.741, -8.150, 10.372], [23.240, -11.155, 11.959], [24.718, -10.406, 11.538], [24.375, -11.903, 10.855]]
}

---

2.
{
  "formula": "C16H36NO22P2S2",
  "method": "ωB97M-V/def2-TZVPD",
  "charge": -1,
  "homo_lumo_gap_ev": 7.87,
  "relative_energy_kcal_mol": 0.00,
  "elements": ["C", "S", "O", "O", "N", "S", "O", "O", "P", "P", "O", "O", "O", "H", "H", "H", "H", "H", "H", "C", "O", "C", "O", "O", "C", "H", "H", "H", "H", "H", "H", "C", "O", "C", "O", "O", "C", "H", "H", "H", "H", "H", "H", "C", "O", "C", "O", "O", "C", "H", "H", "H", "H", "H", "H", "C", "O", "C", "O", "O", "C", "H", "H", "H", "H", "H", "H", "C", "O", "C", "O", "O", "C", "H", "H", "H", "H", "H", "H"],
  "xyz": [[2.054, -1.566, -1.636], [1.182, -2.928, -2.365], [2.151, -3.633, -3.158], [0.566, -3.655, -1.287], [0.121, -2.295, -3.382], [-0.947, -1.229, -2.962], [-2.119, -1.397, -3.788], [-0.414, 0.119, -2.913], [-1.618, -1.503, -0.896], [-3.548, -2.435, -1.184], [-3.402, -3.804, -1.677], [-4.220, -2.310, 0.282], [-4.539, -1.559, -2.103], [1.425, -1.029, -0.928], [2.884, -2.020, -1.095], [2.431, -0.921, -2.426], [-2.002, -0.175, -0.611], [-5.033, -2.832, 0.279], [-5.267, -1.183, -1.601], [-3.366, -3.488, -5.437], [-3.586, -4.727, -6.151], [-2.532, -5.521, -6.231], [-1.426, -5.309, -5.818], [-2.905, -6.645, -6.880], [-1.847, -7.590, -7.023], [-4.316, -2.965, -5.493], [-3.102, -3.674, -4.399], [-2.583, -2.902, -5.909], [-1.476, -7.906, -6.049], [-1.024, -7.166, -7.597], [-2.276, -8.437, -7.554], [-0.763, 3.062, -0.703], [-1.143, 3.512, 0.609], [-0.378, 3.047, 1.587], [0.569, 2.314, 1.463], [-0.834, 3.522, 2.749], [-0.090, 3.080, 3.890], [-1.469, 3.513, -1.392], [0.247, 3.388, -0.943], [-0.819, 1.978, -0.778], [0.945, 3.415, 3.828], [-0.116, 1.996, 3.977], [-0.570, 3.533, 4.753], [3.194, 1.118, 3.002], [2.386, 0.191, 3.739], [3.065, -0.636, 4.522], [4.260, -0.663, 4.667], [2.193, -1.441, 5.134], [2.792, -2.405, 6.000], [2.500, 1.711, 2.416], [3.757, 1.754, 3.685], [3.881, 0.590, 2.344], [3.349, -1.913, 6.796], [3.458, -3.061, 5.441], [1.969, -2.978, 6.416], [4.818, 2.613, -4.530], [3.942, 2.361, -5.628], [3.290, 1.190, -5.536], [3.413, 0.402, -4.639], [2.507, 1.071, -6.600], [1.714, -0.129, -6.628], [5.272, 3.580, -4.731], [4.262, 2.648, -3.594], [5.586, 1.844, -4.464], [1.047, -0.170, -5.768], [2.352, -1.010, -6.635], [1.140, -0.080, -7.548], [-2.892, 5.250, 6.428], [-2.742, 5.628, 7.801], [-1.757, 4.990, 8.429], [-1.024, 4.170, 7.941], [-1.718, 5.415, 9.692], [-0.694, 4.803, 10.482], [-3.715, 5.842, 6.040], [-1.983, 5.468, 5.871], [-3.128, 4.190, 6.345], [0.289, 5.014, 10.065], [-0.843, 3.726, 10.533], [-0.785, 5.242, 11.470]]
}

---

3.
{
  "formula": "C16H36NbO6S2",
  "method": "ωB97M-V/def2-TZVPD",
  "charge": -1,
  "homo_lumo_gap_ev": 6.85,
  "relative_energy_kcal_mol": 0.00,
  "elements": ["C", "C", "O", "O", "C", "C", "C", "C", "C", "C", "Nb", "H", "H", "H", "H", "H", "H", "H", "H", "H", "H", "H", "H", "H", "H", "H", "H", "H", "H", "H", "H", "C", "C", "C", "S", "O", "O", "C", "H", "H", "H", "H", "H", "H", "H", "H", "C", "C", "C", "S", "O", "O", "C", "H", "H", "H", "H", "H", "H", "H", "H"],
  "xyz": [[2.970, -2.603, 0.268], [3.626, -2.012, -0.970], [4.303, -1.062, -0.909], [3.357, -2.625, -2.165], [2.270, -1.938, -2.843], [0.879, -2.334, -2.343], [0.653, -3.847, -2.231], [-0.771, -4.210, -1.738], [-1.230, -3.366, -0.500], [-2.318, -2.278, -0.831], [-1.677, -0.129, -0.455], [2.322, -3.448, 0.029], [2.353, -1.808, 0.705], [3.703, -2.965, 0.996], [2.409, -2.061, -3.921], [2.394, -0.866, -2.625], [0.148, -1.916, -3.043], [0.761, -1.898, -1.345], [0.782, -4.297, -3.232], [1.372, -4.350, -1.576], [-0.732, -5.254, -1.389], [-1.513, -4.175, -2.543], [-0.373, -2.976, 0.063], [-1.721, -4.095, 0.165], [-3.211, -2.474, -0.215], [-2.614, -2.444, -1.879], [-2.254, -0.152, 1.310], [0.019, -0.548, 0.144], [-1.088, 0.074, -2.194], [-3.297, 0.371, -1.034], [-1.315, 1.651, -0.247], [-6.987, 3.398, 1.057], [-7.388, 3.816, -0.365], [-6.146, 3.677, -1.254], [-5.137, 2.389, -0.506], [-3.917, 2.979, -0.034], [-5.179, 1.238, -1.356], [-6.203, 2.099, 0.901], [-7.857, 3.266, 1.700], [-6.350, 4.167, 1.503], [-8.177, 3.153, -0.728], [-7.778, 4.835, -0.392], [-6.403, 3.385, -2.269], [-5.559, 4.595, -1.269], [-5.599, 1.848, 1.770], [-6.865, 1.269, 0.650], [5.119, 0.798, 1.619], [5.020, 2.327, 1.632], [5.372, 2.801, 3.048], [6.481, 1.563, 3.727], [5.826, 0.917, 4.839], [7.807, 2.122, 3.851], [6.433, 0.464, 2.318], [5.092, 0.399, 0.608], [4.281, 0.370, 2.174], [5.733, 2.744, 0.917], [4.027, 2.668, 1.340], [5.876, 3.765, 3.041], [4.491, 2.848, 3.686], [6.493, -0.568, 2.656], [7.288, 0.703, 1.684]]
}